(1)
{
  "formula": "C3H9NO",
  "method": "ωB97M-V with the def2-TZVPD basis set",
  "symbols": ["C", "C", "C", "N", "H", "H", "H", "H", "H", "H", "H", "H", "H", "O"],
  "positions_angstrom": [[0.243, -1.229, 0.689], [-0.137, -0.560, -0.631], [0.752, 0.101, -1.363], [-1.483, -0.394, -0.877], [1.284, -1.624, 0.736], [-0.426, -2.115, 0.859], [-0.043, -0.578, 1.444], [0.396, 0.678, -2.212], [1.778, 0.071, -1.230], [-2.205, -1.022, -0.398], [-1.715, -0.442, -1.933], [0.210, 1.742, 1.273], [0.834, 3.077, 1.627], [0.512, 2.295, 2.016]],
  "forces_ev_per_angstrom": [[-0.5, -2.5, -2.0], [1.1, 0.0, 1.4], [-1.4, 0.2, -1.1], [-3.4, -1.6, -2.0], [-0.8, 0.8, 0.0], [0.6, 0.5, -0.3], [0.1, 1.3, 1.8], [0.1, 0.0, 0.0], [1.7, -0.2, 0.5], [2.0, 1.1, -0.7], [0.6, 0.4, 2.5], [0.2, 0.4, 0.3], [0.6, 1.5, -0.8], [-0.8, -1.8, 0.4]],
  "homo_ev": -8.38,
  "smiles": "C=C(C)N.O",
  "lumo_energy_ha": 0.03358,
  "total_energy_ha": -249.66031,
  "homo_lumo_gap_ev": 9.295,
  "total_charge": 0
}


(2)
{
  "formula": "C3H9NO",
  "method": "ωB97M-V with the def2-TZVPD basis set",
  "symbols": ["C", "C", "C", "N", "H", "H", "H", "H", "H", "H", "H", "H", "H", "O"],
  "positions_angstrom": [[0.736, -2.038, 1.292], [0.219, -0.631, 1.152], [-0.290, -0.332, -0.029], [-1.072, 0.879, -0.464], [1.415, -2.335, 0.499], [1.274, -2.299, 2.195], [-0.057, -2.774, 1.268], [0.636, 0.119, 1.822], [-0.293, -1.079, -0.817], [-1.338, 1.311, 0.427], [-0.033, 1.051, -0.337], [-0.717, 2.109, -1.937], [-0.223, 3.059, -3.014], [-0.255, 2.958, -2.056]],
  "forces_ev_per_angstrom": [[0.4, -0.8, 0.2], [1.8, -0.3, -0.1], [-3.1, -1.8, -0.4], [3.0, -1.0, 1.8], [0.1, 0.2, -0.3], [0.1, 0.6, 0.4], [-0.5, 0.0, -0.1], [-1.0, 0.0, 0.4], [-0.1, -0.1, 0.1], [-0.5, 0.0, -0.2], [-0.2, 3.0, -1.5], [0.0, 0.3, 0.3], [0.1, 0.2, 0.1], [-0.1, -0.2, -0.5]],
  "homo_ev": -9.16,
  "lumo_energy_ha": 0.03794,
  "total_energy_ha": -249.59614,
  "homo_lumo_gap_ev": 10.197,
  "total_charge": 0
}


(3)
{
  "formula": "C3H9NO",
  "method": "ωB97M-V with the def2-TZVPD basis set",
  "symbols": ["C", "N", "H", "H", "H", "H", "C", "O", "C", "H", "H", "H", "H", "H"],
  "positions_angstrom": [[1.730, 1.554, 3.398], [0.841, 1.865, 4.267], [2.560, 2.270, 3.223], [1.825, 0.525, 3.049], [-0.069, 1.525, 3.948], [-2.293, -1.579, -3.527], [-1.102, -1.277, -1.920], [-1.541, -1.056, -3.252], [0.050, -0.277, -1.652], [-0.878, -2.321, -1.708], [-1.925, -0.988, -1.227], [1.034, -0.611, -2.022], [0.094, -0.310, -0.564], [-0.326, 0.681, -2.011]],
  "forces_ev_per_angstrom": [[0.4, 0.2, 1.8], [-0.2, 2.0, -2.3], [0.0, -0.8, 0.5], [-0.4, 0.2, -1.3], [0.1, -1.6, 1.2], [-0.1, -0.3, 0.4], [-0.7, 1.0, 0.1], [0.5, 0.2, -0.5], [-0.8, -1.6, 0.5], [0.4, -0.1, -0.2], [0.4, -0.2, -0.3], [-0.6, 0.4, -0.3], [0.4, 0.6, 0.2], [0.6, 0.0, 0.0]],
  "homo_ev": -9.46,
  "smiles": "C=N.CCO",
  "lumo_energy_ha": 0.02744,
  "total_energy_ha": -249.61053,
  "homo_lumo_gap_ev": 10.209,
  "total_charge": 0
}


(4)
{
  "formula": "C3H9NO",
  "method": "ωB97M-V with the def2-TZVPD basis set",
  "symbols": ["C", "N", "C", "O", "C", "H", "H", "H", "H", "H", "H", "H", "H", "H"],
  "positions_angstrom": [[-0.890, -0.915, -0.045], [0.573, -0.837, -0.209], [1.123, 0.480, -0.016], [0.998, 1.145, 1.230], [-1.690, -0.051, -0.996], [-1.133, -1.978, -0.212], [-1.176, -0.899, 1.021], [0.957, -1.393, 0.553], [2.203, 0.415, -0.205], [0.855, 1.169, -0.826], [0.079, 1.171, 1.478], [-2.693, -0.443, -1.083], [-1.698, 0.975, -0.598], [-1.112, 0.131, -1.903]],
  "forces_ev_per_angstrom": [[0.1, -2.0, 0.3], [-0.4, 0.7, 0.9], [1.4, 0.7, -1.3], [0.2, -0.5, 0.1], [1.1, 1.3, 1.1], [0.1, 0.2, -0.5], [-0.2, 1.0, -0.1], [0.2, -0.2, -0.3], [-0.1, -0.3, 0.5], [-0.8, -0.2, 0.0], [-0.5, 0.1, 0.1], [-0.1, 0.1, -0.5], [-0.6, -0.2, 0.1], [-0.4, -0.8, -0.4]],
  "homo_ev": -9.48,
  "smiles": "CCNCO",
  "lumo_energy_ha": 0.03387,
  "total_energy_ha": -249.66653,
  "homo_lumo_gap_ev": 10.406,
  "total_charge": 0
}


(5)
{
  "formula": "C3H9NO2",
  "method": "ωB97M-V with the def2-TZVPD basis set",
  "symbols": ["C", "C", "C", "O", "N", "H", "H", "H", "H", "H", "H", "H", "H", "H", "O"],
  "positions_angstrom": [[0.607, -1.231, -0.057], [0.975, -0.130, 0.983], [-0.150, 0.927, 0.917], [-0.158, 1.945, 0.132], [1.313, -2.498, 0.217], [-0.472, -1.402, -0.070], [0.905, -0.953, -1.072], [1.226, -0.558, 1.979], [1.847, 0.352, 0.537], [-1.182, 0.710, 1.237], [0.969, -3.228, -0.370], [2.300, -2.409, -0.003], [-1.709, 1.606, -0.977], [-2.949, 1.692, -1.724], [-2.182, 1.107, -1.656]],
  "forces_ev_per_angstrom": [[0.7, -0.4, 0.3], [-1.2, 0.4, -1.5], [-0.3, -0.1, 1.4], [0.7, 0.9, -1.2], [0.3, -0.2, 0.7], [0.1, -0.1, 0.2], [-0.4, 0.8, 0.0], [-0.4, 0.1, -0.6], [0.3, 0.2, 0.5], [0.3, -1.1, 0.5], [-0.3, -0.5, -0.4], [-0.1, 0.1, 0.1], [1.6, -0.1, 0.7], [-0.1, -0.4, -0.4], [-1.1, 0.5, -0.3]],
  "homo_ev": [0.25, -3.17],
  "spin_multiplicity": 2,
  "s_squared": 0.7536,
  "lumo_energy_ha": [0.15202, 0.15097],
  "total_energy_ha": -324.88345,
  "homo_lumo_gap_ev": [3.888, 7.282],
  "total_charge": -1
}


(6)
{
  "formula": "C3H9NO2",
  "method": "ωB97M-V with the def2-TZVPD basis set",
  "symbols": ["C", "N", "C", "C", "O", "H", "H", "H", "H", "H", "H", "H", "H", "H", "O"],
  "positions_angstrom": [[0.560, 1.044, 0.900], [-0.102, 0.181, 0.094], [-1.159, -0.676, 0.603], [-0.864, -2.149, 0.438], [1.641, 1.519, 0.619], [0.000, 1.454, 1.751], [0.401, 0.009, -0.766], [-2.072, -0.476, 0.047], [-1.344, -0.400, 1.642], [-0.822, -2.451, -0.611], [-1.641, -2.753, 0.902], [0.055, -2.521, 0.899], [1.795, 2.349, -1.386], [1.920, 2.812, -2.833], [1.630, 2.059, -2.300]],
  "forces_ev_per_angstrom": [[0.0, 0.7, -0.8], [0.3, 0.3, 0.9], [-0.1, 0.0, -0.6], [0.2, -0.9, 0.2], [0.3, 0.2, 0.0], [-0.2, -0.6, 0.4], [-0.2, -0.4, -0.1], [-0.2, 0.1, 0.0], [0.1, -0.1, -0.1], [0.0, 0.2, 0.0], [-0.3, 0.1, 0.0], [0.1, 0.5, 0.0], [0.0, -0.4, -0.1], [-0.1, -0.3, 0.0], [0.1, 0.5, 0.2]],
  "homo_ev": -9.80,
  "smiles": "CCNC=O.O",
  "lumo_energy_ha": 0.03585,
  "total_energy_ha": -324.94584,
  "homo_lumo_gap_ev": 10.779,
  "total_charge": 0
}


(7)
{
  "formula": "C3H9NO2",
  "method": "ωB97M-V with the def2-TZVPD basis set",
  "symbols": ["C", "N", "H", "H", "H", "H", "H", "H", "C", "C", "O", "O", "H", "H", "H"],
  "positions_angstrom": [[2.797, 0.357, 0.056], [3.418, -0.923, -0.201], [-1.416, -1.669, 0.587], [3.499, -1.058, -1.197], [4.289, -1.059, 0.293], [3.163, 1.018, 0.857], [1.752, 0.215, 0.406], [2.590, 1.040, -0.751], [-2.323, 1.366, 0.264], [-1.736, 0.111, -0.068], [-1.956, -0.890, 0.823], [-0.955, -0.146, -0.969], [-1.723, 1.508, 1.193], [-3.380, 1.453, 0.512], [-2.142, 2.169, -0.440]],
  "forces_ev_per_angstrom": [[-2.3, 0.9, 1.5], [0.1, 0.3, 0.0], [-0.2, 0.7, -0.2], [0.4, -0.2, 0.1], [0.0, 0.1, -0.4], [0.8, -0.7, -0.2], [0.3, -0.3, 0.0], [0.7, -0.1, -1.0], [-0.3, 2.1, 1.5], [2.0, -3.9, -2.0], [-0.7, 0.2, 0.8], [-0.7, 1.1, 0.1], [-0.7, 0.8, -0.2], [0.1, -0.8, 0.2], [0.5, -0.2, -0.2]],
  "homo_ev": -8.90,
  "smiles": "CC(=O)O.CN",
  "lumo_energy_ha": 0.02988,
  "total_energy_ha": -324.91998,
  "homo_lumo_gap_ev": 9.717,
  "total_charge": 0
}


(8)
{
  "formula": "C3H9NO2",
  "method": "ωB97M-V with the def2-TZVPD basis set",
  "symbols": ["C", "C", "O", "N", "C", "O", "H", "H", "H", "H", "H", "H", "H", "H", "H"],
  "positions_angstrom": [[-0.016, -0.783, 0.058], [1.123, -1.295, 1.058], [0.739, -2.550, 1.622], [0.111, 0.639, -0.421], [-1.087, 1.365, -0.976], [-0.786, 2.765, -1.241], [-0.893, -1.025, 0.762], [-0.006, -1.497, -0.729], [2.203, -1.326, 0.631], [1.311, -0.648, 1.813], [1.071, -3.238, 0.995], [0.727, 0.520, -1.204], [-1.836, 1.129, -0.199], [-1.493, 0.958, -1.907], [-1.602, 3.212, -1.109]],
  "forces_ev_per_angstrom": [[-0.3, 0.2, 2.9], [1.1, -0.9, -3.2], [0.7, -0.5, -1.4], [-0.4, -0.4, -0.5], [0.5, -1.1, 1.0], [0.8, -2.2, 0.7], [0.7, 0.9, -1.5], [-0.4, -0.6, -1.0], [-1.8, -0.4, -0.1], [-0.3, 2.2, 2.6], [-0.6, 0.7, 0.9], [0.7, 0.4, -0.3], [-0.1, 1.0, -0.2], [0.3, -0.3, -0.1], [-1.0, 0.8, 0.2]],
  "homo_ev": -9.33,
  "smiles": "OCCNCO",
  "lumo_energy_ha": 0.03267,
  "total_energy_ha": -324.86925,
  "homo_lumo_gap_ev": 10.219,
  "total_charge": 0
}